# 1
Formula: C64H52Cl5GeN10O3RbSSi
Source: the Open Molecules 2025 dataset
Level of theory: ωB97M-V with the def2-TZVPD basis set

Lowest unoccupied orbital energy (alpha / beta) = -1.243 / -0.864 eV
Largest force on an atom = 1.23 eV/A
E_HOMO (alpha / beta) = -7.024 / -6.899 eV
Kohn-Sham gap (alpha / beta) = 5.782 / 6.036 eV
Total charge = 0

Last column: Mulliken charge in e.
Cartesian coordinates (Å):
1 C 1.491 1.687 -4.405  -0.7308
2 Cl 4.341 -5.976 2.809  -0.2218
3 C 4.336 -0.181 -3.175  -0.0050
4 C 4.060 2.901 -0.484  -0.2451
5 H 1.388 -5.355 -4.576  0.5226
6 C -1.440 7.035 1.695  -0.8728
7 C 4.712 -2.068 2.124  0.0611
8 C -3.906 1.319 1.574  -0.4603
9 H -5.631 0.147 1.069  0.4501
10 C 1.145 -3.976 -6.202  -0.6291
11 H 3.524 2.482 4.951  0.5065
12 C -5.531 0.559 3.173  -0.6423
13 C -4.669 -0.015 -3.411  -1.0030
14 H 5.282 4.506 0.467  0.4449
15 H 0.421 -0.363 2.999  -0.4213
16 H -0.492 0.473 4.249  0.0913
17 Rb 0.146 -0.609 0.086  0.3133
18 C 5.194 -0.480 -2.115  -0.2831
19 C 1.912 -2.002 -4.377  0.2521
20 H -0.095 5.378 1.679  0.2512
21 H 0.051 1.878 0.548  0.3465
22 H -0.660 7.761 1.503  0.4170
23 C -1.147 -4.839 -2.071  -0.9223
24 C 2.651 -2.799 0.972  -1.5224
25 C -3.539 -0.710 -1.435  -0.2778
26 C -0.960 0.730 -3.559  -0.4494
27 C -4.817 1.180 4.189  -0.8726
28 C -2.054 -3.805 0.291  -1.0916
29 C 6.526 -0.084 -2.141  -0.5957
30 H 4.741 2.146 -0.840  0.2911
31 H 2.223 -1.377 -1.674  -0.9680
32 C -2.573 -1.465 2.983  -0.3956
33 C 4.854 0.502 -4.276  -0.0172
34 H 0.247 3.744 3.444  0.6861
35 H 7.173 -0.324 -1.307  0.4369
36 H 2.442 -0.325 4.296  0.1991
37 N 3.137 4.665 0.395  0.0604
38 H -4.778 6.840 2.209  0.3926
39 H 1.851 1.479 -2.302  -0.9936
40 C -3.296 -2.182 3.941  -1.5286
41 C 1.442 -4.320 -4.891  -0.5457
42 Cl 3.228 -0.165 0.861  0.5844
43 H 1.128 4.087 -0.057  0.7338
44 C -5.077 0.631 1.864  -0.3603
45 C -0.952 -3.503 -1.686  -0.5550
46 H -0.661 2.660 4.461  0.3744
47 C -1.997 1.449 -5.670  0.5391
48 C -2.117 4.727 2.039  0.8208
49 N -1.397 -2.995 -0.558  0.7383
50 H -3.252 -6.989 0.680  0.5461
51 C -3.432 5.169 2.185  -0.3479
52 O -4.047 -6.239 4.186  -0.5863
53 C 2.116 2.191 3.353  -0.4408
54 C 0.441 1.826 -5.240  -1.1333
55 N -2.032 1.969 -6.893  -0.6967
56 Cl 6.379 -3.708 3.503  -0.2289
57 C 7.018 0.615 -3.233  -0.5727
58 H -3.553 1.355 0.550  0.3668
59 C 2.179 3.849 -0.108  -1.1096
60 C -0.830 1.318 -4.849  0.6361
61 N -2.189 -1.969 1.832  0.7661
62 N 0.036 0.580 -2.732  0.8754
63 H 0.997 -2.380 -7.627  0.4507
64 N -4.248 1.220 -6.082  -0.7177
65 H -3.004 8.503 1.772  0.3743
66 H 4.824 -1.023 -1.253  0.4319
67 C 1.815 -3.338 -3.983  -0.4406
68 H 6.568 1.431 -5.167  0.4172
69 C 1.541 0.044 4.793  -0.7545
70 H 1.673 -0.641 -6.030  0.3413
71 H -3.599 -1.701 4.860  0.5873
72 H -2.311 -0.433 3.172  0.5078
73 C -4.724 -0.590 -2.160  -1.1071
74 C -0.251 2.768 3.444  -0.8916
75 C 0.485 0.430 3.755  -0.1026
76 H 2.583 0.954 6.453  0.4763
77 C 1.615 -1.671 -5.700  -0.1950
78 C 1.345 0.969 -3.136  0.8604
79 H 2.022 3.354 5.179  0.2181
80 C 4.057 -4.370 2.245  0.3941
81 C -2.307 0.277 -3.087  -0.9454
82 H 2.457 2.110 -4.652  0.9013
83 C -1.130 5.688 1.793  -0.2454
84 H 2.986 5.547 0.851  0.2098
85 H 0.529 2.337 -6.190  0.4720
86 Cl 1.795 -5.338 1.085  -0.2122
87 C -2.314 -5.146 -0.011  1.5694
88 C -2.756 7.452 1.846  -0.4931
89 H 2.275 3.106 2.777  0.0933
90 H 4.226 0.714 -5.134  0.4152
91 C -3.278 1.021 -5.213  0.9155
92 H -5.551 0.097 -4.027  0.4990
93 H 0.964 1.563 6.188  0.2249
94 C -3.189 -4.079 2.485  0.6772
95 C -1.840 -5.661 -1.229  -0.9762
96 H -3.105 2.352 4.699  0.4635
97 C -3.441 -5.447 2.092  0.1631
98 H -5.655 -0.955 -1.750  0.5571
99 C 1.230 -2.651 -6.605  -0.8263
100 H 1.159 -0.785 5.393  0.5384
101 O 1.646 -2.545 0.249  0.2909
102 H 0.852 -4.740 -6.911  0.3935
103 H -4.155 -4.067 4.420  0.5719
104 H -0.750 -5.189 -3.013  0.4875
105 C -3.649 1.869 3.893  -0.2777
106 C -3.751 6.519 2.091  -0.7678
107 Si -1.632 2.917 2.161  -0.6609
108 H -3.531 -1.174 -0.454  0.3292
109 N 2.696 2.773 -0.645  0.1561
110 N -4.141 -6.402 2.985  0.9631
111 C 3.587 -1.798 1.363  0.1579
112 C -3.608 -3.489 3.695  -0.6791
113 H -4.222 4.451 2.375  0.3346
114 O -4.735 -7.320 2.462  -0.5940
115 C 1.876 1.243 5.674  -0.7307
116 C 6.183 0.901 -4.305  -0.7940
117 C -3.439 0.425 -3.893  0.7067
118 C -3.171 1.947 2.582  0.7371
119 N -2.367 -0.286 -1.878  0.8667
120 Ge 2.477 -0.718 -3.038  1.6350
121 H 2.033 -3.616 -2.956  0.4931
122 H -6.440 0.018 3.403  0.4074
123 H -2.024 -6.700 -1.477  0.4362
124 C 2.441 2.405 4.833  -0.6881
125 H 8.054 0.927 -3.256  0.3846
126 C -3.037 -5.956 0.916  -0.8093
127 N 0.745 1.736 3.127  1.1628
128 C 2.936 -4.099 1.482  0.3891
129 C 4.968 -3.361 2.569  0.1322
130 Cl 5.799 -0.783 2.529  -0.1963
131 H -0.418 -2.826 -2.345  0.4856
132 H -5.171 1.128 5.211  0.4060
133 C 4.352 4.063 0.161  -0.8517
134 C -0.928 2.339 0.560  -0.9886
135 S -3.572 1.903 -7.391  0.0837
136 H 2.791 1.449 2.927  0.0663
137 C -2.493 -3.261 1.572  -0.4154
138 H -1.339 2.574 -0.417  0.5477

---

# 2
Formula: C64H56BaN13O3P2S2SbTe
Source: the Open Molecules 2025 dataset
Level of theory: ωB97M-V with the def2-TZVPD basis set

Lowest unoccupied orbital energy = 3.174 eV
Largest force on an atom = 9.78 eV/A
E_HOMO = -1.664 eV
Kohn-Sham gap = 4.838 eV
Total charge = -2

Last column: Mulliken charge in e.
Cartesian coordinates (Å):
1 C 0.449 2.995 -3.745  -1.3430
2 H -5.521 -4.600 4.792  0.3604
3 C 3.090 -3.697 -3.954  -0.9161
4 C -5.809 -2.805 5.924  -0.4560
5 C -0.801 4.490 2.793  -0.4575
6 H -2.215 6.012 3.343  0.2933
7 C 0.261 0.657 5.925  -0.7372
8 H 2.642 -1.320 4.560  0.4455
9 H -2.238 1.978 -4.056  0.2190
10 N 1.546 4.513 -0.286  -0.7505
11 H -2.785 0.761 -5.247  0.4969
12 C -5.483 -2.948 -1.517  -1.0528
13 N -1.779 4.007 -1.002  0.3333
14 H 2.253 4.118 -6.923  0.3823
15 H 5.020 -0.435 -3.536  0.4062
16 C -1.789 -3.025 4.452  0.4487
17 C -6.355 -2.830 -0.442  -0.6099
18 N 1.578 -1.495 0.251  1.3648
19 C -2.617 -0.555 2.709  -1.1536
20 Ba -0.407 0.573 -1.214  0.8375
21 H -2.337 -1.075 5.121  0.4340
22 C 4.464 1.493 -2.780  0.9935
23 H -5.790 -3.480 -2.410  0.3884
24 H 2.576 1.099 0.769  0.1615
25 H 3.633 1.076 -5.449  -0.0384
26 C -2.103 -2.087 5.426  0.0728
27 C -1.282 -4.067 -1.284  -0.4777
28 C 3.204 0.255 1.035  0.1287
29 N -3.613 1.269 0.049  0.1896
30 H -4.127 4.444 3.406  0.3871
31 C -5.113 -2.850 3.616  -0.3712
32 S -1.383 -0.201 -3.642  1.0273
33 H -3.569 -2.380 -2.309  0.4240
34 H -1.362 -5.607 6.613  0.3787
35 C 6.294 3.065 -2.660  -0.7623
36 C -3.826 -1.679 -0.308  0.7063
37 H -7.341 -3.277 -0.495  0.3587
38 C 1.631 -2.793 0.283  -0.4825
39 C 1.642 2.355 -4.094  1.4463
40 H -2.849 -1.186 -0.304  0.4578
41 C 0.743 -5.036 -0.392  -0.6215
42 C 1.750 -0.706 4.634  -0.4934
43 C 4.043 3.830 -1.900  -1.0521
44 C 0.572 4.443 -5.639  -1.0949
45 H 3.857 -3.800 -1.947  0.4398
46 C -2.128 -2.470 6.755  -0.6531
47 C 1.729 -0.720 -5.822  -1.4638
48 C -1.510 -4.318 4.898  -0.6556
49 H -6.673 -1.975 1.496  0.4914
50 C -1.935 1.147 -4.689  -1.0604
51 H -6.105 -3.324 6.829  0.3457
52 C -1.697 2.258 2.500  0.6503
53 P -4.343 -0.404 2.174  0.0178
54 C -4.229 -2.361 -1.448  -0.8956
55 H -2.149 4.940 -0.891  0.3963
56 H -4.897 -3.425 2.726  0.2947
57 C 6.710 0.852 -3.462  -1.0930
58 H 4.832 1.401 1.790  0.5197
59 N 0.317 5.002 -0.477  -0.6841
60 H 8.222 2.370 -3.300  0.3620
61 H 4.590 4.745 -1.673  0.4455
62 C 0.954 -0.500 3.514  0.4111
63 C 7.177 2.119 -3.157  -0.7214
64 C 1.406 -0.125 5.843  -0.8507
65 H -1.255 -5.096 4.186  0.3647
66 C -0.622 3.153 2.488  -0.2950
67 P -1.282 0.507 2.071  1.5775
68 H 4.426 2.645 -5.525  0.3598
69 C 1.740 3.801 -6.021  -0.5659
70 C 3.219 -1.823 -2.480  -0.7713
71 C -3.137 4.082 3.155  -0.5081
72 N -0.527 -3.155 -0.792  0.9868
73 C 4.783 -1.997 1.802  -1.0589
74 H 0.039 5.173 2.754  0.3499
75 H 1.745 0.346 -5.629  -0.2275
76 H 7.383 0.099 -3.854  0.4403
77 C 2.331 -1.508 -4.689  1.0957
78 H -1.007 4.504 -4.175  0.5389
79 C -2.695 3.042 -0.599  -0.7786
80 C -5.973 -2.113 0.681  -0.6843
81 O 0.003 0.076 -3.249  -1.6009
82 C 2.286 2.757 -5.273  1.7018
83 C 0.631 -3.678 -0.278  -0.2546
84 C -2.954 2.737 2.855  0.0755
85 N 2.789 -3.252 0.862  0.3618
86 H -5.241 0.320 4.750  0.3291
87 O -1.520 -1.403 -4.429  -0.7976
88 C 5.228 -0.699 1.986  -0.8532
89 N -2.420 1.768 -0.304  1.5947
90 H -2.248 -3.883 -1.729  0.1988
91 H 6.200 -0.531 2.433  0.3911
92 C -0.527 0.861 4.802  -0.5217
93 H 0.361 2.774 2.228  0.2924
94 H 3.248 4.083 -2.606  0.1121
95 H -5.987 -0.851 6.797  0.3760
96 N -1.871 -3.707 7.189  -0.7086
97 C -5.492 -3.515 4.777  -0.5806
98 H 3.020 -4.209 1.053  0.2054
99 C -5.330 -0.763 4.755  -0.4503
100 H 0.691 -1.023 -5.944  0.3880
101 C 3.431 -3.170 -2.719  -0.8978
102 N 0.271 2.799 -0.608  0.5888
103 N 1.530 3.223 -0.359  0.0138
104 C 2.752 -1.048 0.819  -0.1823
105 Sb 2.344 0.998 -2.541  -0.8073
106 H 3.554 3.489 -0.990  0.0538
107 H -0.087 2.683 -2.856  0.5422
108 C -0.089 4.028 -4.495  -0.3514
109 C 3.527 2.094 -5.813  -1.6181
110 N -3.982 3.323 -0.451  -0.7466
111 H 5.377 -2.852 2.102  0.4384
112 N -4.523 2.178 -0.039  -0.9860
113 C -4.705 -1.537 0.772  -0.0046
114 C -0.440 3.929 -0.669  -0.9228
115 H 0.179 5.257 -6.236  0.3298
116 C 4.947 2.771 -2.456  1.0275
117 H 2.024 -0.279 6.721  0.3416
118 O -2.217 -0.140 -2.456  -0.3705
119 H 1.543 -5.683 -0.072  0.3617
120 H 6.657 4.060 -2.424  0.3925
121 H 2.256 -0.923 -6.758  0.5409
122 H -2.371 -1.747 7.528  0.4012
123 H 3.489 2.066 -6.905  0.5337
124 H 3.509 -1.413 -1.517  0.8175
125 C -2.067 4.961 3.121  -0.8216
126 H -0.021 1.104 6.872  0.3875
127 H 2.297 -3.274 -5.895  0.4016
128 C 5.367 0.555 -3.273  -0.7047
129 C -5.735 -1.418 5.907  -0.6436
130 S -0.644 -5.682 -1.160  -0.2803
131 H -3.797 2.062 2.874  0.0388
132 H -1.130 1.433 -5.361  0.2504
133 H -1.422 1.467 4.874  0.3291
134 H 1.205 -0.947 2.566  0.2813
135 C -0.185 0.294 3.573  0.1437
136 C 3.534 -2.148 1.215  0.4353
137 Te -1.775 -2.497 2.364  0.6372
138 C 4.449 0.404 1.613  -0.8779
139 C -5.010 -1.459 3.587  0.3629
140 H 3.248 -4.749 -4.165  0.3436
141 C 2.556 -2.867 -4.923  -0.7558
142 C 2.663 -0.970 -3.438  1.8599
143 C -1.569 -4.602 6.251  -0.5352

---

# 3
Formula: C64H58FNO20S
Source: the Open Molecules 2025 dataset
Level of theory: ωB97M-V with the def2-TZVPD basis set

Lowest unoccupied orbital energy = -1.862 eV
SMILES string = CCO[C@H](COC[C@H](C)F)NCCCS.O=C1C=CC(=O)C=C1.O=C1C=CC(=O)C=C1.O=C1C=CC(=O)C=C1.O=C1C=CC(=O)C=C1.O=C1C=CC(=O)C=C1.O=C1C=CC(=O)C=C1.O=C1C=CC(=O)C=C1.O=C1C=CC(=O)C=C1.O=C1C=CC(=O)C=C1
Largest force on an atom = 0.43 eV/A
E_HOMO = -8.787 eV
Kohn-Sham gap = 6.925 eV
Total charge = 0

Last column: Mulliken charge in e.
Cartesian coordinates (Å):
1 O -9.443 -0.750 -7.208  -0.5381
2 C 1.193 -2.098 7.427  -0.1795
3 O 0.292 -1.129 2.512  -0.4903
4 C 1.385 2.788 3.216  0.5935
5 H 6.961 7.546 3.010  0.4341
6 C 3.185 8.658 3.275  -0.3949
7 C -7.216 1.661 -8.554  -0.3862
8 H -8.372 2.412 4.881  0.4223
9 O 4.227 -2.734 0.810  -0.4128
10 H 4.011 -2.514 -1.867  -0.0012
11 H -0.315 -4.317 -2.490  0.2993
12 C 0.040 -2.342 -1.768  0.6767
13 C -0.798 5.793 8.234  -0.4796
14 C -2.223 -0.128 -9.094  -0.3997
15 C 5.622 -2.546 -4.135  -0.8919
16 C -7.623 0.958 1.787  -0.3937
17 H 5.078 -4.253 2.731  0.3548
18 H 2.131 8.896 3.334  0.4217
19 H 1.640 3.620 5.227  0.4572
20 C -0.829 -6.407 -6.792  -0.4009
21 H 3.875 -4.339 9.260  0.4060
22 C -0.729 -1.385 3.122  0.1893
23 C 3.517 7.251 2.939  0.4897
24 H -7.114 2.707 -8.810  0.4228
25 C -0.821 -2.006 -10.073  -0.0168
26 C -2.113 5.624 8.333  -0.3715
27 O 5.414 3.330 2.877  -0.6281
28 C -1.952 -2.935 4.572  -0.4310
29 C 4.145 -1.356 0.470  -0.4084
30 C -2.225 0.496 -10.268  -0.4560
31 O 0.639 -4.023 6.197  -0.4988
32 H 2.410 -3.331 1.572  -0.0198
33 C 5.474 -1.485 -3.048  -0.3595
34 C 2.106 2.420 1.974  -0.5387
35 C 4.025 -4.398 2.487  -1.4218
36 C 2.712 -0.887 0.256  0.0586
37 F 0.754 -2.253 -2.969  -0.2936
38 H -0.310 -1.785 -12.118  0.4576
39 C 3.430 -3.131 1.915  0.3266
40 H 1.333 -3.341 -0.390  0.0539
41 O 2.121 -1.491 -0.878  -0.3734
42 C -8.431 -0.290 -7.689  0.3187
43 H -6.006 3.163 4.632  0.5134
44 C -6.361 1.358 1.654  -0.2800
45 C 2.181 3.353 4.329  -0.3141
46 H 2.762 0.192 0.080  0.1896
47 C 3.421 2.589 1.865  -0.4246
48 H 3.963 -5.196 1.746  0.3222
49 H 5.902 -0.892 -0.367  0.3704
50 C -0.817 -1.385 -11.249  -0.4450
51 C 4.139 9.559 3.489  -0.3647
52 C -1.892 -0.466 3.099  -0.3858
53 O -1.545 -2.000 -7.838  -0.5337
54 H 1.872 -0.510 8.658  0.4328
55 H -2.729 1.438 -10.435  0.4540
56 H -2.760 4.243 5.176  0.6603
57 C -2.904 5.046 7.215  0.3633
58 C -7.767 2.158 4.020  -0.4273
59 H 2.104 -1.033 1.148  0.0553
60 C 2.359 -4.327 7.777  -0.4222
61 C -8.427 1.327 2.980  0.3560
62 C -3.006 -0.771 3.759  -0.2518
63 C 5.577 9.195 3.402  0.3279
64 H 1.716 -3.496 -7.579  0.4886
65 H 4.708 -0.776 -3.363  0.2904
66 O 1.136 5.552 6.912  -0.5427
67 C -0.519 -6.148 -8.059  -0.6540
68 C -2.171 4.664 5.981  -0.5607
69 O 0.184 2.635 3.320  -0.5617
70 C -0.855 4.836 5.883  -0.3548
71 H -7.347 -2.192 -7.703  0.4167
72 H -1.520 -7.190 -6.507  0.4400
73 C -0.067 5.409 7.000  0.4369
74 H 3.389 -2.335 2.667  0.2683
75 H -0.323 -2.949 -9.898  0.2370
76 H 3.472 -4.720 3.370  0.3730
77 H 5.669 -2.939 -1.477  0.3148
78 O -9.577 0.965 3.099  -0.5442
79 C 1.013 -2.309 -0.593  0.0775
80 H 2.441 -5.367 7.487  0.4256
81 C 5.007 -2.100 -1.732  -0.3148
82 H -5.754 1.104 0.794  0.4463
83 H 0.470 -1.916 0.276  -0.2474
84 H -0.310 4.568 4.988  0.5668
85 C 1.955 -1.550 8.370  -0.4763
86 C -8.328 1.153 -8.029  -0.3841
87 H -9.204 1.754 -7.823  0.3964
88 H 0.439 -1.539 6.887  0.4832
89 C -0.839 -2.638 3.907  -0.5073
90 C 0.717 -4.542 -6.033  0.1210
91 H 6.052 -3.460 -3.725  0.3732
92 C -0.235 -5.622 -5.678  0.2866
93 O 6.445 10.017 3.599  -0.5452
94 O -1.506 0.478 -12.510  -0.5583
95 C -1.515 -0.087 -11.437  0.3256
96 C -7.247 -1.145 -7.959  -0.4077
97 H 1.503 2.007 1.175  0.4877
98 H 1.139 -3.980 -5.208  0.2959
99 H -3.877 -0.128 3.756  0.4770
100 H -0.612 -1.464 -1.733  0.2717
101 C -5.704 2.189 2.694  0.4016
102 H -0.779 -4.104 -0.797  0.3077
103 H 3.609 -3.823 -3.948  0.0967
104 C -1.527 -1.423 -8.908  0.4151
105 O -4.103 4.894 7.312  -0.5508
106 C 2.981 -2.348 9.091  0.3025
107 C 5.908 7.787 3.066  -0.4539
108 H 4.090 3.945 5.025  0.5106
109 C -6.135 -0.637 -8.485  -0.2194
110 H -0.937 -6.702 -8.889  0.4257
111 H -1.798 -3.461 -2.098  0.3936
112 H -1.783 0.445 2.523  0.5326
113 H -8.125 0.351 1.044  0.4130
114 O -0.520 -5.860 -4.524  -0.5497
115 H -2.672 5.893 9.220  0.4112
116 H 0.028 -3.283 3.904  0.5640
117 C -6.505 2.558 3.887  -0.3380
118 H 5.176 5.852 2.609  0.2996
119 C -0.771 -3.631 -1.780  -1.3256
120 H 3.924 10.591 3.735  0.4053
121 H -0.199 6.209 9.034  0.4146
122 O 3.676 -1.850 9.948  -0.5377
123 H 4.567 -0.760 1.293  0.4100
124 H 6.264 -2.216 -4.949  0.3793
125 C 0.432 -5.064 -8.409  0.4277
126 C 3.494 3.523 4.226  -0.3250
127 O 0.712 -4.828 -9.568  -0.6493
128 O -4.550 2.547 2.573  -0.5614
129 C 1.026 -4.281 -7.300  -0.2578
130 H 6.425 -0.967 -2.894  0.3228
131 S 4.038 -2.999 -4.910  -0.1711
132 O 2.644 6.431 2.747  -0.5065
133 H -2.055 -3.841 5.156  0.4467
134 H 3.971 2.328 0.969  0.6222
135 C 4.217 3.159 2.982  0.2294
136 C 1.336 -3.528 7.059  0.4539
137 N 4.962 -1.081 -0.689  -0.2573
138 H -5.259 -1.239 -8.690  0.4842
139 O -4.145 -2.293 5.144  -0.5772
140 H -2.732 0.270 -8.225  0.5269
141 O -5.018 1.265 -9.301  -0.4405
142 C 3.121 -3.780 8.720  -0.3874
143 C -6.034 0.805 -8.823  0.3358
144 C 4.954 6.884 2.852  -0.1282
145 C -3.125 -2.026 4.546  0.2706